Formula: C10H22ClN4O7PS
Source: the Open Molecules 2025 dataset
Level of theory: wB97M-V/def2-TZVPD

XYZ file:
```
46
Properties=species:S:1:pos:R:3
O -3.7667 3.3717 -0.3447
O 2.1739 0.5437 -0.7767
O 1.4451 -5.1635 1.6079
O 3.7069 -4.2549 0.8741
Cl -0.9214 0.0825 2.7221
O -1.4155 3.5940 0.9484
O 0.4567 1.5383 -2.3276
O 1.6797 -3.7604 -0.5531
C -3.7307 2.9785 0.8031
N -4.8003 2.5293 1.4443
N -2.5329 2.9075 1.4821
N -0.0035 -0.6628 -1.0173
N -0.0015 1.7267 0.3325
C -1.4238 -0.7460 -1.2125
C 0.7400 0.5341 2.2621
C 1.2674 -2.4832 -0.1070
C 0.6375 2.9264 -2.0904
C 0.7274 1.8295 1.5896
C 0.8346 -1.8041 -1.4009
C -0.8346 2.7339 -0.1515
C -0.0882 3.6684 -0.9570
C 2.6773 -6.2604 -0.3648
P 0.7242 0.7914 -0.9049
S 2.4166 -4.7887 0.5372
H -4.7515 1.9295 2.2955
H -5.5444 2.3281 0.7250
H -2.3574 2.0992 2.1428
H -1.8854 0.1295 -0.9248
H -1.6402 -0.9198 -2.2407
H -1.8938 -1.6000 -0.6615
H 1.5093 0.4256 3.0666
H 1.0552 -0.2075 1.5591
H 2.1353 -2.0244 0.3265
H 0.5504 -2.6336 0.6340
H 1.7435 3.0908 -1.9491
H 0.2419 3.3796 -2.9191
H 0.4230 2.6873 2.2403
H 1.7709 2.0763 1.4769
H 1.6923 -1.4358 -2.0287
H 0.2820 -2.4489 -2.0916
H -1.6663 2.2357 -0.6707
H 0.6725 4.2391 -0.4286
H -0.7189 4.5302 -1.3202
H 1.9077 -6.4797 -1.1265
H 2.8505 -7.0742 0.3677
H 3.6550 -6.1590 -0.8678
```

Calculated values
**Kohn-Sham gap**: 0.366 hartree
**E**: -2339.64985 Eh
**Spin multiplicity**: 1
**Energy relative to the best compared isomer or geometry (same formula, charge and spin)**: 138.7 kJ/mol
**HOMO level**: -9.577 eV
**Max |F|**: 3.74 eV/Å